Record 1
17
Properties=species:S:1:pos:R:3:lowdin_charge:R:1 method="wB97M-V/def2-TZVPD" de_lowest_kj_mol=90.1 largest_force_ev_per_a=3.6 homo_energy_ev=-8.5 smiles=NCCS.O.O charge=0
N 1.402 -2.297 0.953 -0.04
C 0.702 -1.021 0.916 -0.33
C 1.782 -0.189 0.114 -0.56
S 1.132 1.381 -0.575 0.66
H 0.907 -2.908 1.561 0.05
H 1.373 -2.749 0.004 0.09
H 0.438 -0.573 1.842 0.10
H -0.181 -1.008 0.308 0.07
H 2.627 0.011 0.792 0.07
H 2.116 -0.875 -0.681 0.06
H 0.762 1.989 0.612 -0.12
O -1.634 2.732 0.012 -0.14
H -0.972 3.331 -0.450 0.05
H -2.523 3.122 -0.104 0.04
O -2.403 -0.437 -1.496 -0.07
H -2.624 0.492 -1.747 0.05
H -2.905 -1.000 -2.060 0.01



Record 2
12
Properties=species:S:1:pos:R:3:lowdin_charge:R:1 method="wB97M-V/def2-TZVPD" de_lowest_kj_mol=19.8 largest_force_ev_per_a=1.3 homo_energy_ev=-13.4 smiles=[NH3+]CCS charge=+1
N 1.926 0.038 0.431 0.20
C 0.981 0.179 -0.737 -0.23
C -0.364 0.775 -0.320 -0.54
S -1.423 -0.562 0.288 0.75
H 1.669 -0.799 0.966 0.17
H 1.745 0.782 1.110 0.17
H 2.898 -0.057 0.144 0.18
H 1.424 0.714 -1.537 0.12
H 0.882 -0.836 -1.127 0.12
H -0.788 1.273 -1.186 0.09
H -0.163 1.526 0.435 0.07
H -2.624 -0.064 -0.028 -0.12



> The lowest charge belongs to which entry?

C2H11NO2S